No. 1
Computed, not measured: C6H10O in the gas phase at a distorted geometry, with ωB97M-V/def2-TZVPD.

Each line ends with the natural charge from an NBO analysis.
Geometry (Å):
1 C -1.96 -0.79 -0.22  -0.63
2 C -0.53 -0.86 -0.67  -0.35
3 C 0.07 0.41 -1.30  0.61
4 O 0.09 0.98 -2.34  -0.50
5 C 0.64 0.25 0.05  -0.11
6 C 2.03 -0.27 0.30  -0.61
7 C 0.00 1.19 1.01  -0.62
8 H -2.25 -1.82 0.04  0.22
9 H -2.72 -0.46 -1.03  0.22
10 H -1.97 -0.25 0.72  0.22
11 H -0.10 -1.63 -1.20  0.22
12 H 2.20 -1.02 1.08  0.23
13 H 2.59 0.69 0.44  0.22
14 H 2.34 -0.84 -0.66  0.22
15 H 0.20 0.92 2.03  0.22
16 H -1.04 1.32 0.88  0.22
17 H 0.42 2.20 0.88  0.22

Computed properties:
Highest occupied orbital energy, eV: -8.746
Multiplicity: 1

=====

No. 2
Computed, not measured: C6H10O as an isolated structure at a distorted geometry, with ωB97M-V/def2-TZVPD.

Each line ends with the natural charge from an NBO analysis.
Geometry (Å):
1 C 0.50 2.10 -0.78  -0.66
2 C 0.83 0.69 -0.35  0.15
3 O 0.70 0.57 1.01  -0.51
4 C 0.63 -0.78 1.40  -0.06
5 C -0.33 -1.49 0.45  -0.29
6 C -1.54 -0.72 -0.02  -0.44
7 C -0.35 -0.83 -0.88  -0.31
8 H 1.14 2.86 -0.31  0.23
9 H -0.53 2.32 -0.48  0.22
10 H 0.60 2.19 -1.86  0.22
11 H 1.24 -0.06 -0.96  0.22
12 H 1.63 -1.24 1.33  0.17
13 H 0.30 -0.78 2.44  0.19
14 H -0.41 -2.57 0.58  0.22
15 H -1.69 0.27 0.42  0.21
16 H -2.45 -1.25 -0.28  0.21
17 H -0.33 -1.43 -1.81  0.22

Computed properties:
Highest occupied orbital energy, eV: -8.098
Multiplicity: 1

=====

No. 3
Computed, not measured: a 2-piece molecular cluster, C6H10O overall, with ωB97M-V/def2-TZVPD.

Each line ends with the natural charge from an NBO analysis.
Geometry (Å):
1 C -0.35 1.32 1.19  -0.40
2 C -1.11 0.23 1.07  -0.21
3 C -0.73 -1.19 1.24  -0.23
4 C 0.21 -1.73 2.02  -0.38
5 H -0.77 2.30 0.97  0.20
6 H 0.70 1.30 1.50  0.19
7 H -2.13 0.37 0.72  0.21
8 H -1.31 -1.87 0.61  0.22
9 H 0.83 -1.15 2.71  0.19
10 H 0.37 -2.80 2.00  0.20
11 C 0.67 1.02 -2.34  -0.72
12 C 0.51 -0.27 -1.57  0.45
13 O -0.35 -1.08 -1.79  -0.54
14 H 0.73 1.86 -1.64  0.23
15 H -0.17 1.15 -3.02  0.23
16 H 1.61 0.99 -2.91  0.23
17 H 1.26 -0.44 -0.76  0.11

Computed properties:
Highest occupied orbital energy, eV: -9.136
Multiplicity: 1

=====

No. 4
Computed, not measured: a 2-piece molecular cluster, C6H10O overall, with ωB97M-V/def2-TZVPD.

Each line ends with the natural charge from an NBO analysis.
Geometry (Å):
1 C -0.04 -1.07 -0.49  -0.20
2 C -1.08 -1.05 0.34  -0.19
3 C -1.76 0.30 0.38  -0.44
4 C -1.12 1.05 -0.81  -0.40
5 C 0.16 0.27 -1.17  -0.44
6 H 0.63 -1.91 -0.63  0.22
7 H -1.40 -1.89 0.96  0.21
8 H -2.85 0.23 0.28  0.21
9 H -1.57 0.80 1.33  0.20
10 H -1.80 1.04 -1.67  0.21
11 H -0.91 2.10 -0.57  0.21
12 H 1.07 0.77 -0.81  0.19
13 H 0.30 0.16 -2.26  0.21
14 C 2.60 -0.19 1.28  0.28
15 O 2.49 -1.31 1.71  -0.49
16 H 3.49 0.15 0.71  0.11
17 H 1.80 0.57 1.42  0.11

Computed properties:
Highest occupied orbital energy, eV: -9.149
Multiplicity: 1

=====

Taking the records one at a time from the top gives energy relative to the best compared isomer or geometry (same formula, charge and spin) values of 49.7, 74.8, 34.3, 25.2 kcal/mol.